(1)
Computed, not measured: a cluster of 3 separate species, C5H16NO3 in total at a distorted geometry, with the ωB97M-V functional and the def2-TZVPD basis.

Geometry as ORCA input:
```
! RIJCOSX wB97M-V def2-TZVPD def2/J DEFGRID3
* xyz -1 1
C -2.1578 -1.1912 0.7296
N -1.2589 -1.7240 -0.2362
C -0.9570 -1.0156 -1.4904
C 0.0178 0.2125 -1.2556
C 1.3694 0.1297 -1.9409
O 2.2827 1.1841 -1.7065
C -1.7453 -0.1165 1.7542
H -2.9251 -0.5817 0.2729
H -2.6608 -1.9463 1.3319
H -0.4215 -2.1142 0.1651
H -0.2437 -1.6588 -2.0192
H -1.9277 -0.7148 -1.9294
H -0.5390 1.0440 -1.6582
H 0.1669 0.3664 -0.1774
H 1.9858 -0.7908 -1.8487
H 1.2256 0.1198 -3.0183
H -1.0063 -0.3145 2.5156
H -1.1859 0.6732 1.2070
H -2.7236 0.2729 2.2150
H 1.9856 1.8017 -0.8071
H 2.3121 2.8843 0.8323
O 1.7273 2.2190 0.4754
H 2.2267 1.1602 1.7618
H 2.0883 -0.3944 2.3254
O 2.3645 0.4950 2.5017
*
```

ΔE to the lowest compared entry with this formula, charge and spin   39.32 kcal per mole
HOMO-LUMO gap   7.91 eV
Maximum force   2.7 eV Å⁻¹

(2)
Computed, not measured: a cluster of 3 separate species, C5H16O2 in total at a distorted geometry, with the ωB97M-V functional and the def2-TZVPD basis.

Geometry as ORCA input:
```
! RIJCOSX wB97M-V def2-TZVPD def2/J DEFGRID3
* xyz 0 1
C -1.0131 -0.6276 1.9252
C -1.7445 0.4195 1.0689
C -1.4567 0.4748 -0.4085
C -1.7936 -0.8485 -1.1457
C 0.4895 -0.6346 1.6281
H -1.5060 -1.5939 1.8706
H -1.0781 -0.2592 2.9485
H -2.8319 0.3327 1.1796
H -1.5145 1.3904 1.5339
H -1.9747 1.2712 -0.9363
H -0.4332 0.7656 -0.6829
H -1.1597 -1.6542 -0.7629
H -1.4184 -0.6385 -2.1553
H -2.7924 -1.2332 -1.3351
H 1.1675 -1.2212 2.2328
H 0.8152 0.4104 1.7087
H 0.5940 -0.9003 0.5691
H 4.6988 2.0395 -1.1863
H 5.3266 2.3738 0.0986
O 4.7491 1.6819 -0.2729
H 0.6916 -1.1514 -2.2630
H 1.2875 0.2042 -2.6013
O 0.8969 -0.6016 -3.0140
*
```

ΔE to the lowest compared entry with this formula, charge and spin   19.60 kcal per mole
HOMO-LUMO gap   11.40 eV
Maximum force   2.0 eV Å⁻¹
SMILES   CCCCC.O.O

(3)
Computed, not measured: a cluster of 3 separate species, C5H16O2S in total at a distorted geometry, with the ωB97M-V functional and the def2-TZVPD basis.

Geometry as ORCA input:
```
! RIJCOSX wB97M-V def2-TZVPD def2/J DEFGRID3
* xyz 0 1
C 0.2958 -2.5883 1.6116
C 0.8520 -1.5459 0.6570
C 0.0121 -0.7659 -0.3052
C 0.3060 -0.7464 -1.8409
S 2.1861 -0.8453 -2.1462
C 2.2967 1.0037 -1.7843
H 0.1867 -3.5026 1.0476
H 0.8884 -2.8655 2.3992
H -0.7102 -2.3148 1.8702
H 1.6402 -2.1003 0.0750
H 1.5385 -0.8923 1.3017
H 0.1781 0.2215 0.1675
H -1.0358 -1.0038 -0.3371
H -0.0824 -1.6879 -2.3435
H -0.0471 -0.0260 -2.6229
H 2.2906 1.7877 -2.5306
H 3.2739 1.1716 -1.1785
H 1.4652 1.0642 -1.0430
H -0.1274 2.4048 5.4051
H 0.6370 3.1202 4.3137
O 0.1827 3.2653 5.1197
H -7.2283 1.8084 0.5053
H -7.0222 1.4704 -1.0346
O -6.8575 2.0755 -0.3305
*
```

ΔE to the lowest compared entry with this formula, charge and spin   55.50 kcal per mole
HOMO-LUMO gap   9.11 eV
Maximum force   4.4 eV Å⁻¹
SMILES   CCCCSC.O.O

(4)
Computed, not measured: a structure of composition C5H17BrGaN4O2 at a distorted geometry, with the ωB97M-V functional and the def2-TZVPD basis.

Geometry as ORCA input:
```
! RIJCOSX wB97M-V def2-TZVPD def2/J DEFGRID3
* xyz -1 1
C -2.7356 1.1706 -1.0396
C -1.2252 0.7245 -0.4762
Br -1.3443 -0.3658 1.2364
C -0.5678 -0.1860 -1.6973
Ga -1.6271 -1.9641 -1.8503
H -3.5000 0.4685 -0.4790
H -2.8909 2.3084 -0.8020
H -2.8174 0.9008 -2.1854
H -0.5364 1.6528 -0.2485
H 0.5856 -0.3138 -1.5358
H -0.7311 0.4530 -2.6910
H -0.6227 -3.2037 -1.9912
H -2.5222 -1.8706 -3.1785
H -2.5984 -2.2711 -0.6190
C 3.2190 -2.5985 -1.8983
O 2.5986 -2.6557 -2.9482
N 2.9714 -3.4193 -0.8615
N 4.2057 -1.7096 -1.6839
H 3.4715 -3.3875 0.0108
H 2.2360 -4.1036 -0.9814
H 4.4241 -1.0730 -2.4392
H 4.7278 -1.6473 -0.8263
C -0.5372 2.8417 3.1356
O -0.4122 2.7360 1.9258
N -0.9410 1.8236 3.9168
N -0.2822 3.9855 3.7961
H -1.0498 1.8912 4.9146
H -1.1434 0.9443 3.4592
H 0.0244 4.7768 3.2453
H -0.3792 4.0918 4.7918
*
```

HOMO-LUMO gap   6.80 eV
Maximum force   3.2 eV Å⁻¹

(5)
Computed, not measured: a cluster of 2 separate species, C5H17N2 in total at a distorted geometry, with the ωB97M-V functional and the def2-TZVPD basis.

Geometry as ORCA input:
```
! RIJCOSX wB97M-V def2-TZVPD def2/J DEFGRID3
* xyz 1 1
C 1.3962 -0.2850 -1.4155
C 1.7994 1.0766 -0.8987
C 1.5384 1.2642 0.6336
N 1.8149 -0.4703 -2.8385
H 0.2747 -0.2806 -1.3858
H 1.6996 -1.0984 -0.7737
H 1.3947 1.8788 -1.5564
H 2.9245 1.2292 -0.9631
H 1.7974 0.3077 1.1991
H 0.4822 1.5901 0.7926
H 2.2144 2.0458 1.0650
H 1.4563 -1.3431 -3.2017
H 2.8375 -0.5649 -2.8131
C -3.0040 0.0484 0.6160
C -2.1774 -0.6584 1.6728
N -0.7995 -0.8969 1.1736
H -3.9706 0.4196 1.0193
H -2.4534 0.9106 0.2466
H -3.2333 -0.6664 -0.2089
H -2.0773 0.0335 2.5670
H -2.5621 -1.6388 2.0047
H -0.8682 -1.3975 0.3058
H -0.2251 -1.4667 1.7724
H -0.2594 -0.0376 0.9869
*
```

ΔE to the lowest compared entry with this formula, charge and spin   31.10 kcal per mole
HOMO-LUMO gap   9.34 eV
Maximum force   2.4 eV Å⁻¹

(6)
Computed, not measured: a cluster of 2 separate species, C5H17N2O in total at a distorted geometry, with the ωB97M-V functional and the def2-TZVPD basis.

Geometry as ORCA input:
```
! RIJCOSX wB97M-V def2-TZVPD def2/J DEFGRID3
* xyz 1 1
N -2.3087 -0.7078 -1.3932
C -1.4431 0.3686 -1.9741
C -0.0140 0.1706 -1.4521
N 0.0052 -0.0848 -0.0417
C -0.9199 1.1146 1.9343
C 0.0867 1.1326 0.7935
C 1.5174 1.3803 1.3202
H -2.0834 -1.6472 -1.7164
H -2.0996 -0.7382 -0.3877
H -3.2849 -0.4742 -1.5473
H -1.8884 1.2655 -1.5334
H -1.4431 0.5149 -3.0515
H 0.5528 1.0289 -1.8218
H 0.3968 -0.6934 -1.9907
H 0.4441 -0.9020 0.3614
H -0.9116 2.0251 2.5256
H -0.7995 0.2043 2.5249
H -1.9252 1.0295 1.5025
H -0.1270 1.9685 0.1224
H 1.6620 0.8224 2.2511
H 2.2401 0.9005 0.6578
H 1.6829 2.4403 1.4786
H 2.6472 -3.2667 0.0289
H 3.3324 -2.9920 1.3363
O 2.7666 -2.5975 0.6818
*
```

ΔE to the lowest compared entry with this formula, charge and spin   23.28 kcal per mole
HOMO-LUMO gap   9.47 eV
Maximum force   1.6 eV Å⁻¹

Question: The highest HOMO-LUMO gap belongs to which entry?
Answer: C5H16O2

Question: The lowest HOMO-LUMO gap belongs to which entry?
Answer: C5H17BrGaN4O2